Here is a cluster of 2 separate species, CH10N3 in total in a non-equilibrium geometry from OMol25. Energies are from ωB97M-V/def2-TZVPD.

Values from the calculation:
largest force on an atom: 2.05 eV/Å
total energy: -5662.94172 eV
charge: +1
LUMO: -3.2 eV
ΔE to the lowest compared entry with this formula, charge and spin: 15.83 kcal/mol

XYZ file:
```
14
Properties=species:S:1:pos:R:3:nbo_charge:R:1
H 2.843 0.597 -1.632 0.385
N -2.286 -0.309 -0.015 -0.836
H -0.400 -1.238 -0.706 0.215
H -3.123 -0.641 0.413 0.418
H 2.944 1.876 -0.561 0.381
N 2.363 1.114 -0.907 -1.111
H -0.459 0.344 1.758 0.436
H -2.366 0.376 -0.748 0.408
H -1.208 -1.962 0.684 0.221
H 1.673 1.703 -1.379 0.361
C -1.119 -1.039 0.099 -0.020
H 0.574 -0.964 1.347 0.429
N -0.081 -0.247 1.012 -0.746
H 0.644 0.390 0.636 0.459
```

=====

Here is a cluster of 3 separate species, CH10N4O in total in a non-equilibrium geometry from OMol25. Energies are from ωB97M-V/def2-TZVPD.

Values from the calculation:
largest force on an atom: 3.25 eV/Å
total energy: -9200.90704 eV
charge: 0
LUMO (spin up / spin down): -0.9 / 0.4 eV
ΔE to the lowest compared entry with this formula, charge and spin: 88.13 kcal/mol

XYZ file:
```
16
Properties=species:S:1:pos:R:3:nbo_charge:R:1
H -0.214 1.290 -1.801 0.325
H 1.216 -0.888 1.416 0.312
H -3.154 1.080 0.521 0.190
N 2.839 -1.705 -0.145 -0.271
H -2.506 2.274 -0.615 0.162
N 0.647 -1.406 0.741 -0.717
O 2.668 -0.525 -0.487 -0.357
H -1.778 2.107 0.996 0.199
C -2.235 1.556 0.175 -0.411
H 0.647 0.440 -0.676 0.382
H 1.846 -2.316 -0.154 0.380
H -1.761 -0.098 -0.927 0.328
H -0.187 -1.570 1.318 0.321
H 3.399 -1.868 0.704 0.322
N -0.122 1.102 -0.804 -0.691
N -1.306 0.526 -0.264 -0.473
```

=====

Here is a structure of composition CH10NSi2 in a non-equilibrium geometry from OMol25. Energies are from ωB97M-V/def2-TZVPD.

Values from the calculation:
largest force on an atom: 5.15 eV/Å
total energy: -18435.07191 eV
charge: +1
LUMO: -3.8 eV
ΔE to the lowest compared entry with this formula, charge and spin: 13.80 kcal/mol

XYZ file:
```
14
Properties=species:S:1:pos:R:3:nbo_charge:R:1
N 0.015 -1.435 0.187 -0.708
H -0.042 0.040 -1.698 0.290
H -0.005 -1.366 1.252 0.450
H -2.453 0.017 -0.950 -0.152
H -1.801 2.191 -0.105 -0.096
H 2.665 -0.167 -0.440 -0.170
C 0.104 0.060 -0.361 -0.894
H -2.228 0.252 1.342 -0.140
H 0.743 -2.093 -0.095 0.450
H 2.312 1.956 -0.682 -0.075
Si 1.742 0.754 0.006 0.894
H 1.595 0.788 1.542 -0.151
H -0.898 -1.746 -0.072 0.437
Si -1.750 0.750 0.074 0.867
```

=====

Here is a cluster of 4 separate species, CH10O3 in total in a non-equilibrium geometry from OMol25. Energies are from ωB97M-V/def2-TZVPD.

Values from the calculation:
largest force on an atom: 1.87 eV/Å
total energy: -7341.11765 eV
charge: 0
LUMO: 0.5 eV
ΔE to the lowest compared entry with this formula, charge and spin: 21.65 kcal/mol

XYZ file:
```
14
Properties=species:S:1:pos:R:3:nbo_charge:R:1
H -1.515 1.983 -0.318 0.461
H 1.458 -1.332 3.838 0.220
H 2.598 0.260 4.032 0.226
C 2.239 -0.655 3.524 -0.877
H 0.763 -0.463 -2.312 0.466
H 3.000 -1.181 3.015 0.214
H -0.956 -1.464 0.217 0.480
O -0.970 -0.506 0.330 -0.946
H -0.274 -0.004 -3.200 0.467
H -1.062 1.045 -1.325 0.483
O -1.207 2.004 -1.221 -0.948
O -0.037 -0.784 -2.707 -0.931
H -1.559 -0.374 1.049 0.468
H 1.822 -0.255 2.642 0.217
```

=====

Here is a cluster of 4 separate species, CH10O3S in total from OMol25. Energies are from ωB97M-V/def2-TZVPD.

Values from the calculation:
largest force on an atom: 0.95 eV/Å
total energy: -18176.97092 eV
charge: 0
LUMO: 0.7 eV
ΔE to the lowest compared entry with this formula, charge and spin: 3.40 kcal/mol

XYZ file:
```
15
Properties=species:S:1:pos:R:3:nbo_charge:R:1
O 2.063 -1.090 0.761 -0.969
C -0.911 1.056 1.379 -0.715
O 0.322 -2.075 -1.263 -0.981
H 0.610 -2.624 -2.000 0.470
H -0.241 1.905 1.392 0.217
H -3.100 1.968 0.951 0.135
H -1.362 0.875 2.351 0.225
H 2.574 -1.573 1.406 0.468
H 0.326 -1.188 -1.664 0.499
S -2.248 1.324 0.145 -0.094
H 1.136 1.178 -1.641 0.485
H -0.448 0.116 1.089 0.236
O 0.384 0.663 -1.951 -0.954
H -0.370 1.053 -1.488 0.482
H 1.266 -1.586 0.531 0.497
```

=====

Here is a structure of composition CH10O3S in a non-equilibrium geometry from OMol25. Energies are from ωB97M-V/def2-TZVPD.

Values from the calculation:
largest force on an atom: 3.88 eV/Å
total energy: -18169.16694 eV
charge: 0
LUMO: -5.4 eV
ΔE to the lowest compared entry with this formula, charge and spin: 183.37 kcal/mol

XYZ file:
```
15
Properties=species:S:1:pos:R:3:nbo_charge:R:1
H 1.183 -1.269 1.305 0.458
O -2.077 -0.123 -1.839 -1.023
O 0.233 -1.615 1.300 -0.968
O -0.148 -1.497 -1.508 -1.004
H 2.747 2.162 2.952 -0.003
H -2.707 -0.402 -2.513 0.460
H 0.126 -2.330 -1.873 0.462
H -0.918 0.542 0.569 0.319
C -0.100 1.121 -0.006 -0.909
H -1.228 -0.842 -1.807 0.483
H 0.038 0.624 -0.990 0.399
H -0.633 2.116 -0.311 0.283
S 1.473 1.327 0.808 0.509
H -0.046 -1.717 0.397 0.504
H 2.054 1.903 3.515 0.029
```

=====

Here is a cluster of 4 separate species, CH10O4 in total in a non-equilibrium geometry from OMol25. Energies are from ωB97M-V/def2-TZVPD.

Values from the calculation:
largest force on an atom: 7.35 eV/Å
total energy: -9388.42154 eV
charge: 0
LUMO: 0.5 eV
ΔE to the lowest compared entry with this formula, charge and spin: 23.33 kcal/mol

XYZ file:
```
15
Properties=species:S:1:pos:R:3:nbo_charge:R:1
O 2.195 0.518 -1.183 -0.969
H 2.175 0.714 -2.142 0.479
H 0.865 0.911 1.397 0.459
H -1.720 -2.911 1.078 0.193
O 0.113 0.716 1.004 -0.984
H -1.230 -3.313 -0.723 0.182
H 1.567 1.068 -0.714 0.486
H -0.512 3.557 -0.243 0.459
H 0.077 -0.319 0.968 0.509
C -1.262 -2.516 0.058 -0.260
H -1.903 -1.655 -0.287 0.179
H 0.602 -1.815 -0.259 0.488
O -1.273 2.955 -0.256 -0.970
H -0.987 2.175 0.324 0.499
O 0.045 -2.103 0.468 -0.750
```

=====

Here is a cluster of 5 separate species, CH10O5 in total in a non-equilibrium geometry from OMol25. Energies are from ωB97M-V/def2-TZVPD.

Values from the calculation:
largest force on an atom: 5.04 eV/Å
total energy: -11435.63942 eV
charge: 0
LUMO: -0.1 eV
ΔE to the lowest compared entry with this formula, charge and spin: 19.32 kcal/mol

XYZ file:
```
16
Properties=species:S:1:pos:R:3:nbo_charge:R:1
O -0.513 -1.512 0.921 -0.963
H 0.247 2.292 1.484 0.152
H 1.368 -0.794 -1.775 0.502
C 0.436 1.875 0.470 0.278
O -0.499 1.826 -0.402 -0.548
O -2.561 -0.295 3.309 -0.955
H -1.122 -2.261 0.865 0.474
H 2.199 -1.981 -1.989 0.468
H -3.007 -0.101 2.441 0.469
O 1.558 -1.671 -1.337 -0.988
O 0.751 0.739 -2.554 -1.000
H 0.231 -1.738 0.457 0.489
H 0.026 1.093 -1.936 0.510
H -1.615 -0.600 2.979 0.485
H 1.493 1.631 0.140 0.148
H 1.010 1.498 -3.074 0.478
```

=====

Here is a cluster of 5 separate species, CH10O5 in total in a non-equilibrium geometry from OMol25. Energies are from ωB97M-V/def2-TZVPD.

Values from the calculation:
largest force on an atom: 1.67 eV/Å
total energy: -11435.89462 eV
charge: 0
LUMO: 0.4 eV
ΔE to the lowest compared entry with this formula, charge and spin: 13.44 kcal/mol

XYZ file:
```
16
Properties=species:S:1:pos:R:3:nbo_charge:R:1
H -1.131 0.373 -2.765 0.469
H -1.248 0.957 0.138 0.489
H -1.338 1.797 -2.928 0.472
H 2.082 -1.076 1.638 0.459
H 2.302 1.173 -0.718 0.130
H 2.133 -0.119 -2.127 0.121
O 1.863 -0.936 0.708 -0.953
H -1.398 0.066 1.314 0.487
C 1.979 0.891 -1.720 0.283
O 1.359 1.694 -2.367 -0.539
H -1.414 -1.454 3.886 0.469
H -1.919 -2.600 3.084 0.475
O -1.793 -1.647 3.013 -0.943
O -1.815 1.030 -2.612 -0.940
H 1.106 -0.378 0.855 0.489
O -0.768 0.229 0.602 -0.969
```

=====

Here is a cluster of 4 separate species, CH11N3O3 in total in a non-equilibrium geometry from OMol25. Energies are from ωB97M-V/def2-TZVPD.

Values from the calculation:
largest force on an atom: 2.03 eV/Å
total energy: -11827.41132 eV
charge: -1
LUMO (spin up / spin down): 3.7 / 3.5 eV
multiplicity: 2
ΔE to the lowest compared entry with this formula, charge and spin: 16.85 kcal/mol

XYZ file:
```
18
Properties=species:S:1:pos:R:3:nbo_charge:R:1
H -2.836 -0.272 1.110 0.465
H -0.141 -0.311 -0.913 0.406
H 1.426 3.003 0.683 0.373
H 1.490 -2.029 1.802 0.431
H 2.494 1.890 0.010 0.377
N 1.545 2.175 0.135 -0.864
N 0.669 0.261 -0.784 -0.875
H -1.351 -1.505 -2.205 0.439
O -0.596 -2.106 -2.188 -1.262
H 1.531 0.063 -1.256 0.376
H -0.882 1.925 1.490 0.354
H 1.849 -2.009 0.327 0.430
O -3.615 0.194 0.768 -0.990
C 0.549 1.213 0.194 0.500
O 2.201 -1.796 1.205 -1.075
N -0.533 1.245 0.840 -0.883
H -0.656 -2.908 -1.646 0.328
H -3.144 0.969 0.428 0.469
```

=====

Here is a cluster of 4 separate species, CH11NO4 in total in a non-equilibrium geometry from OMol25. Energies are from ωB97M-V/def2-TZVPD.

Values from the calculation:
largest force on an atom: 1.09 eV/Å
total energy: -10895.40202 eV
charge: 0
LUMO: 0.4 eV
ΔE to the lowest compared entry with this formula, charge and spin: 14.38 kcal/mol

XYZ file:
```
17
Properties=species:S:1:pos:R:3:nbo_charge:R:1
O 0.163 0.163 2.350 -0.982
H 0.868 0.198 1.690 0.505
C 0.582 1.185 -1.097 0.085
O -2.338 0.990 1.601 -0.963
H -0.646 -0.351 -1.231 0.336
H 0.438 -2.004 -1.937 0.461
H -2.437 0.072 1.866 0.470
H 0.983 -3.368 -1.747 0.474
O 1.462 0.367 -0.333 -0.770
H 0.528 2.085 -0.513 0.173
N -0.759 0.653 -1.188 -0.859
H -1.376 0.815 -0.399 0.399
H 1.751 -0.433 -0.783 0.481
O 0.714 -2.601 -1.230 -0.933
H 0.520 -0.324 3.095 0.476
H 1.005 1.346 -2.085 0.151
H -1.457 1.207 1.943 0.494
```

=====

Here is a cluster of 6 separate species, CH11O7 in total in a non-equilibrium geometry from OMol25. Energies are from ωB97M-V/def2-TZVPD.

Values from the calculation:
largest force on an atom: 2.30 eV/Å
total energy: -15550.69404 eV
charge: -1
LUMO: 3.6 eV
ΔE to the lowest compared entry with this formula, charge and spin: 11.82 kcal/mol

XYZ file:
```
19
Properties=species:S:1:pos:R:3:nbo_charge:R:1
O 2.577 -1.333 1.045 -0.965
O -1.077 0.184 -1.015 -0.780
H 0.679 -1.854 -3.056 0.468
H 0.579 1.154 1.783 0.494
O -1.879 2.229 -0.351 -0.784
H -1.583 2.161 1.274 0.508
H -0.122 0.619 0.499 0.518
O 0.850 -0.918 -2.968 -0.991
O -1.408 2.034 2.254 -1.024
H -1.928 1.570 -2.181 0.036
H 1.828 -0.656 1.208 0.503
H -2.229 2.270 2.685 0.455
C -1.553 1.333 -1.178 0.647
O 0.697 0.533 1.044 -1.007
H 0.189 -0.486 -2.404 0.509
H 1.419 -1.839 -0.081 0.493
O 0.814 -2.612 -0.335 -0.992
H 0.033 -2.398 0.191 0.457
H 2.116 -1.992 1.586 0.455
```

=====

Question: The lowest largest force on an atom belongs to which entry?
Answer: number 5